C4H12 | wB97M-V/def2-TZVPD

Results
**HOMO**: -11.72 eV
**E_tot**: -159.5762 Ha
**Kohn-Sham gap**: 12.86 eV
**SMILES**: CC.CC

Last column: Löwdin charge in e.
Geometry (Å):
C1 0.705 1.344 -1.353  -0.18
C2 0.357 2.837 -1.242  -0.17
H1 1.583 1.107 -0.756  0.06
H2 -0.169 0.734 -1.107  0.05
H3 0.944 1.095 -2.381  0.06
H4 -0.571 3.069 -1.767  0.06
H5 1.204 3.404 -1.636  0.06
H6 0.237 3.150 -0.201  0.06
C3 0.091 -1.826 0.915  -0.16
C4 -1.160 -2.343 1.693  -0.16
H7 0.233 -0.784 1.195  0.05
H8 0.944 -2.459 1.106  0.05
H9 -0.105 -1.810 -0.160  0.05
H10 -0.971 -3.357 2.068  0.06
H11 -1.311 -1.758 2.600  0.06
H12 -2.012 -2.404 1.028  0.05